{"formula": "C40H35CrN5O4", "method": "ωB97M-V with the def2-TZVPD basis set", "elements": ["Cr", "C", "C", "C", "C", "N", "C", "C", "C", "C", "C", "C", "N", "C", "C", "C", "C", "C", "N", "H", "H", "H", "H", "H", "H", "H", "H", "H", "H", "H", "N", "C", "C", "C", "O", "O", "H", "H", "H", "H", "H", "H", "C", "C", "C", "C", "C", "C", "C", "C", "H", "H", "H", "H", "H", "C", "O", "C", "C", "C", "C", "C", "C", "N", "C", "C", "C", "C", "C", "C", "C", "O", "H", "H", "H", "H", "H", "H", "H", "H", "H", "H", "H", "H", "H"], "positions_angstrom": [[0.19104, 1.42105, 0.78940], [0.48679, -3.62110, 1.27429], [1.85404, -3.63506, 1.50207], [2.49614, -2.44944, 1.81876], [1.73679, -1.27963, 1.92232], [0.43462, -1.27204, 1.64743], [-0.16751, -2.39601, 1.32619], [2.28105, -0.00697, 2.41204], [3.45473, 0.02213, 3.15909], [3.90344, 1.21596, 3.70171], [3.12647, 2.34811, 3.53167], [1.94965, 2.26089, 2.79654], [1.55685, 1.11095, 2.18678], [1.01069, 3.36006, 2.63740], [1.13396, 4.60532, 3.25268], [0.12473, 5.53956, 3.11500], [-1.01164, 5.18461, 2.39185], [-1.04722, 3.94890, 1.77439], [-0.05570, 3.05780, 1.85776], [-0.05375, -4.52771, 1.05360], [2.41144, -4.55843, 1.44766], [3.56375, -2.44055, 1.96933], [-1.22455, -2.30589, 1.11786], [4.00126, -0.88783, 3.33865], [4.82031, 1.25536, 4.26704], [3.43595, 3.28631, 3.96035], [2.01053, 4.83544, 3.83499], [0.21402, 6.51397, 3.56855], [-1.84853, 5.86030, 2.30491], [-1.90154, 3.64326, 1.18542], [2.04055, 2.89200, -0.23844], [1.66812, 3.48308, -1.52831], [0.25682, 4.06694, -1.47964], [-0.80452, 2.95090, -1.65306], [-1.52801, 2.93750, -2.62709], [-0.82822, 2.07665, -0.72280], [2.27150, 3.64787, 0.40424], [2.88840, 2.34346, -0.35339], [1.71212, 2.70040, -2.28970], [2.37987, 4.27060, -1.81133], [0.12096, 4.78206, -2.28854], [0.09282, 4.58102, -0.52823], [-1.40315, 0.81314, 1.72542], [-2.46039, 0.49451, 2.23247], [-3.66186, 0.08524, 2.85963], [-4.27238, 0.89801, 3.81900], [-5.42759, 0.48034, 4.45232], [-5.99493, -0.74435, 4.13248], [-5.39847, -1.55666, 3.17923], [-4.24094, -1.14708, 2.54590], [-3.82365, 1.84995, 4.06095], [-5.88664, 1.11050, 5.20124], [-6.90272, -1.06418, 4.62274], [-5.83572, -2.51467, 2.93449], [-3.76974, -1.77395, 1.80319], [2.00645, -3.55132, -2.18639], [0.67438, -3.10211, -2.25408], [-0.11501, -3.53838, -3.27008], [0.25071, -4.52382, -4.17910], [-0.62945, -4.94757, -5.15921], [-1.89896, -4.40288, -5.24650], [-2.27760, -3.41568, -4.35547], [-1.39530, -2.95475, -3.38485], [-1.81362, -1.93461, -2.50182], [-1.08118, -0.92850, -2.04873], [0.16262, -0.56212, -2.59317], [0.45929, -0.73214, -3.96377], [1.70802, -0.48702, -4.46250], [2.73540, -0.08750, -3.59707], [2.47949, 0.11979, -2.27013], [1.18191, -0.04468, -1.71819], [0.98933, 0.19065, -0.48022], [2.47105, -2.94875, -1.40954], [2.52896, -3.39022, -3.13157], [2.05813, -4.60601, -1.90822], [1.22967, -4.97095, -4.12145], [-0.31858, -5.71734, -5.84848], [-2.58398, -4.73733, -6.00890], [-3.25905, -2.97167, -4.42831], [-2.76607, -2.01671, -2.16391], [-1.44219, -0.38449, -1.17833], [-0.34356, -1.00732, -4.63119], [1.90992, -0.60570, -5.51406], [3.72794, 0.08358, -3.98437], [3.27125, 0.42298, -1.59889]], "forces_ev_per_a": [[-0.53, -0.98, -1.41], [0.15, 0.15, -0.03], [-0.20, 0.06, 0.01], [-0.10, 0.33, 0.03], [-0.16, -0.89, -0.29], [0.49, 0.40, 0.25], [-0.11, -0.21, -0.06], [0.19, 0.33, 0.05], [-0.06, 0.31, 0.06], [-0.34, -0.08, -0.26], [-0.08, -0.07, -0.09], [0.41, -0.68, 0.02], [1.28, 0.41, 0.87], [-0.62, 0.61, -0.13], [0.07, -0.27, -0.13], [-0.27, -0.30, -0.25], [0.39, 0.04, 0.20], [-0.40, -0.15, -0.21], [0.56, 1.10, 0.95], [-0.07, -0.06, -0.05], [0.06, -0.05, -0.02], [0.10, 0.00, 0.06], [-0.18, -0.05, -0.01], [0.00, -0.10, 0.00], [0.09, 0.01, 0.06], [-0.03, 0.09, 0.08], [0.07, 0.01, 0.08], [-0.02, 0.07, 0.08], [-0.04, -0.02, -0.09], [0.04, -0.08, -0.07], [-0.21, -0.22, 0.42], [-0.12, 0.35, -0.26], [-0.33, -0.42, -0.24], [0.43, 1.24, -0.58], [-0.08, -0.08, -0.20], [-0.06, -0.61, 1.26], [0.02, -0.10, -0.07], [-0.09, -0.04, 0.09], [0.04, 0.08, 0.04], [-0.08, -0.16, -0.04], [-0.01, -0.01, 0.02], [0.07, 0.06, -0.03], [-0.50, 0.12, -0.44], [0.60, 0.15, -0.27], [-0.45, -0.14, 0.30], [0.04, -0.12, -0.06], [-0.07, 0.01, 0.01], [-0.05, -0.02, 0.02], [-0.07, -0.03, 0.04], [0.01, 0.13, 0.04], [0.03, 0.07, 0.04], [-0.04, 0.03, 0.01], [-0.04, -0.03, 0.05], [-0.03, -0.03, -0.02], [0.04, -0.06, -0.06], [0.32, -0.08, 0.06], [-0.68, -0.28, -0.25], [-0.18, 0.03, 0.26], [0.13, 0.09, 0.15], [-0.11, 0.06, 0.00], [0.03, -0.09, -0.01], [0.19, 0.16, 0.13], [0.33, -0.64, -0.53], [0.00, 0.76, 0.56], [-0.04, -0.13, 0.00], [0.56, 0.53, 0.09], [0.07, 0.12, -0.04], [-0.23, -0.14, -0.25], [-0.16, 0.02, 0.26], [0.15, 0.06, 0.02], [-0.36, -0.06, -0.55], [0.16, -0.38, 0.57], [0.06, -0.03, -0.01], [0.00, 0.03, -0.01], [0.00, -0.05, -0.03], [0.09, -0.04, 0.05], [0.02, -0.05, -0.07], [-0.09, -0.02, -0.04], [-0.12, 0.10, 0.01], [0.17, 0.05, 0.12], [-0.20, -0.05, -0.07], [0.01, -0.09, -0.11], [-0.04, 0.03, -0.15], [0.14, -0.02, -0.04], [0.04, 0.05, 0.08]], "homo_ha": [-0.3585, -0.3509], "charge": 1, "multiplicity": 2, "lumo_ev": [-3.30, -3.27], "total_energy_ha": -3164.24491}



{"formula": "C4H9NOS", "method": "ωB97M-V with the def2-TZVPD basis set", "elements": ["C", "N", "S", "C", "C", "C", "O", "H", "H", "H", "H", "H", "H", "H", "H", "H"], "positions_angstrom": [[-3.12452, 0.18657, 0.16911], [-1.75688, 0.00690, -0.10128], [-0.86622, -1.32624, -0.41131], [0.66510, -0.39684, 0.29413], [1.86066, -1.34033, 0.27171], [1.10702, 0.88827, -0.47492], [0.41569, 2.05714, -0.00880], [-4.04935, -0.65172, 0.32016], [-3.51522, 1.27901, 0.51062], [0.32123, -0.07166, 1.39735], [2.13595, -0.86397, -0.92527], [2.81062, -1.08717, 0.91497], [1.52041, -2.53182, 0.23799], [0.89838, 0.69928, -1.63376], [2.05390, 1.18112, -0.13773], [-0.47677, 1.97146, -0.42299]], "forces_ev_per_a": [[2.57, -0.89, 0.43], [-7.78, 2.54, 1.41], [1.55, 0.53, 0.71], [-0.65, 0.16, 2.72], [0.88, -0.53, -3.60], [-3.50, -0.01, -0.66], [-1.46, -0.47, -1.46], [3.01, 1.89, -0.80], [1.47, -2.60, -1.18], [0.62, -0.73, -2.49], [0.36, -2.82, 2.99], [-2.25, -0.59, -1.03], [1.35, 3.26, 0.15], [1.03, 0.47, 2.27], [2.07, -0.51, -0.35], [0.73, 0.30, 0.88]], "smiles": "C=NS[C@@H](C)CO", "homo_ha": -0.3168, "lumo_ev": 0.31, "total_energy_ha": -685.81202}



{"formula": "C22H29GeIIrN4O2", "method": "ωB97M-V with the def2-TZVPD basis set", "elements": ["Ir", "C", "C", "N", "C", "C", "C", "O", "C", "C", "N", "C", "C", "C", "C", "C", "C", "I", "C", "O", "H", "H", "H", "H", "H", "H", "H", "H", "H", "H", "H", "H", "C", "C", "N", "C", "C", "N", "H", "H", "H", "H", "H", "H", "C", "Ge", "C", "C", "C", "H", "H", "H", "H", "H", "H", "H", "H", "H", "H", "H"], "positions_angstrom": [[-0.16784, -1.43712, -0.95478], [4.01174, -2.67196, 0.77429], [3.44014, -1.35665, 1.20042], [4.15568, -0.55935, 1.94352], [3.64817, 0.63226, 2.33807], [2.39865, 1.06683, 2.01034], [1.90414, 2.39516, 2.52280], [0.76036, 2.26554, 3.36855], [1.58303, 0.22429, 1.19336], [0.25016, 0.65494, 0.91930], [-0.65429, 0.08278, 0.18268], [-1.96697, 0.65731, 0.15997], [-2.44092, 1.39113, 1.24967], [-3.68471, 1.99635, 1.20398], [-4.49067, 1.87154, 0.08158], [-4.05964, 1.10240, -0.98678], [-2.81531, 0.49831, -0.93016], [-2.25159, -0.82508, -2.43701], [2.11579, -1.00372, 0.77006], [1.49383, -1.86520, 0.01745], [5.01946, -2.76640, 1.16829], [4.03303, -2.75332, -0.31358], [3.40160, -3.49918, 1.14274], [4.30186, 1.24434, 2.94801], [1.58832, 3.04238, 1.70257], [2.71872, 2.90616, 3.03913], [1.03393, 1.84307, 4.18975], [-0.05223, 1.56986, 1.40824], [-1.84040, 1.47524, 2.14603], [-4.02852, 2.56237, 2.05880], [-5.46043, 2.34783, 0.04425], [-4.69366, 0.96605, -1.85272], [-3.62097, -2.26694, 0.75539], [-2.36679, -3.01501, 1.04321], [-1.15765, -2.83809, 0.53431], [-0.33646, -3.77657, 1.14039], [-1.05625, -4.51236, 2.01803], [-2.33470, -4.01588, 1.94636], [-3.71722, -2.07216, -0.30941], [-3.64819, -1.31434, 1.28675], [-4.48477, -2.85360, 1.06524], [0.70784, -3.84598, 0.89829], [-0.78384, -5.32619, 2.66484], [-3.13143, -4.34983, 2.46174], [0.61281, 2.71255, -1.39323], [0.93710, 1.46185, -2.87349], [2.70959, 1.84724, -3.59665], [-0.40730, 1.80271, -4.25765], [1.00935, -0.43400, -2.30434], [0.69132, 3.73648, -1.76092], [1.36834, 2.57995, -0.61622], [-0.38272, 2.59248, -0.96301], [2.76187, 2.88138, -3.93853], [2.93283, 1.19711, -4.44321], [3.47876, 1.69629, -2.83849], [-0.08559, 2.65161, -4.86156], [-1.37915, 2.04233, -3.82523], [-0.52638, 0.94419, -4.91988], [2.04478, -0.57927, -1.97533], [0.91341, -1.00413, -3.24622]], "forces_ev_per_a": [[-0.06, 0.00, -0.02], [0.00, -0.01, 0.01], [-0.01, 0.01, -0.01], [0.02, 0.01, 0.00], [-0.01, 0.00, 0.00], [-0.01, 0.01, -0.01], [0.00, -0.02, 0.00], [0.00, 0.01, 0.00], [0.00, -0.03, 0.03], [0.00, -0.05, 0.03], [0.00, 0.00, -0.08], [-0.04, 0.06, 0.00], [0.03, -0.02, -0.02], [0.00, 0.00, 0.00], [-0.01, -0.01, -0.02], [-0.01, 0.03, 0.01], [0.07, -0.02, -0.01], [0.00, 0.01, 0.03], [0.01, 0.04, -0.02], [0.00, -0.03, 0.04], [0.00, 0.00, 0.00], [0.00, 0.01, 0.00], [0.00, 0.00, 0.00], [0.00, -0.01, 0.00], [0.01, 0.00, 0.01], [0.00, 0.00, 0.01], [0.00, 0.00, 0.00], [0.02, -0.01, 0.00], [-0.04, 0.02, 0.02], [0.01, 0.00, 0.00], [0.00, 0.00, 0.00], [0.00, -0.01, 0.00], [0.00, -0.01, -0.02], [-0.02, 0.03, 0.03], [0.06, -0.01, -0.03], [0.00, 0.00, -0.01], [0.01, -0.01, 0.00], [-0.01, -0.02, -0.03], [-0.01, -0.02, 0.03], [0.01, 0.00, -0.01], [0.00, 0.01, 0.02], [0.00, 0.01, 0.00], [0.00, 0.00, 0.00], [0.00, 0.00, 0.01], [0.01, -0.02, 0.01], [0.04, 0.02, 0.05], [-0.02, 0.00, -0.03], [-0.01, -0.08, 0.01], [-0.01, 0.02, 0.01], [0.02, -0.01, -0.04], [-0.03, 0.01, 0.00], [0.01, 0.02, 0.00], [0.01, 0.00, 0.00], [0.00, 0.00, 0.00], [0.00, 0.00, 0.01], [-0.01, 0.02, 0.01], [-0.01, 0.01, 0.00], [0.01, 0.02, -0.01], [0.00, 0.00, 0.01], [-0.01, 0.01, 0.01]], "homo_ha": -0.4012, "charge": 1, "lumo_ev": -3.70, "total_energy_ha": -3703.96236}



{"formula": "C2H6BrClN", "method": "ωB97M-V with the def2-TZVPD basis set", "elements": ["N", "C", "C", "Cl", "Br", "H", "H", "H", "H", "H", "H"], "positions_angstrom": [[0.87515, 0.46152, -0.77637], [-0.11633, 0.59092, 0.28729], [-0.53709, -0.79145, 0.65897], [-1.33229, -1.47035, -0.88198], [-1.88315, -0.61645, 2.13115], [0.65885, -0.41349, -1.18598], [1.79230, 0.42904, -0.43969], [0.94908, 1.20944, -1.56465], [0.32193, 1.04583, 1.16722], [-0.98733, 1.07839, -0.12422], [0.25889, -1.52339, 0.72826]], "forces_ev_per_a": [[0.30, 2.62, -2.44], [-0.52, 0.28, 0.86], [-2.23, -0.84, -0.67], [0.10, 0.18, 0.78], [1.42, -0.45, -1.15], [-0.16, -1.39, -1.46], [1.98, -0.27, 0.99], [-0.82, -1.35, 1.68], [-0.06, 0.59, -0.09], [-0.07, 0.58, 0.28], [0.06, 0.05, 1.21]], "smiles": "[NH3+]C[C@H](Cl)Br", "homo_ha": -0.5427, "charge": 1, "lumo_ev": -4.16, "total_energy_ha": -3168.47875}



no.,maximum force (eV/Å)
1,1.799
2,8.302
3,0.079
4,3.592